The following is a quantum chemistry calculation of 24 unconnected molecules or ions with the total composition C79H200N28O31 in a non-equilibrium geometry, from the Open Molecules 2025 dataset.

Its net charge is 0. As for the HOMO-LUMO gap: 8.40 eV. The value obtained for the LUMO energy is 0.0055 hartree. For the molecular weight, the calculation gives 2038.63 g/mol.

Positions of all 338 atoms, in Å:
C1 1.1075 -3.1458 -3.0165
C2 0.8963 -2.1900 -1.7957
C3 2.0187 -1.2352 -1.9132
C4 1.8194 0.0846 -1.1263
C5 0.3478 0.6803 -1.2998
C6 -0.7666 -0.3512 -1.1036
N1 -0.4284 -1.5015 -2.0318
O1 -1.4943 -2.4593 -2.1309
C7 -0.8611 -0.6437 0.3693
C8 -1.9964 0.2322 -1.6491
C9 1.0564 -2.9874 -0.4949
H1 0.9440 -2.6605 -4.0177
H2 0.2754 -3.8413 -2.9665
H3 2.0852 -3.5979 -3.0561
H4 2.9599 -1.7193 -1.6050
H5 2.0914 -1.0565 -2.9922
H6 2.5485 0.8495 -1.3255
H7 1.8932 -0.2119 -0.0538
H8 0.3006 1.1148 -2.2947
H9 0.2696 1.5549 -0.6114
H10 0.0698 -0.6261 0.9063
H11 -1.5223 0.0983 0.8193
H12 -1.4438 -1.6067 0.5377
H13 -2.8731 -0.3640 -1.6149
H14 -2.0976 1.2396 -1.2098
H15 -1.7773 0.3967 -2.6907
H16 2.0074 -3.5807 -0.4533
H17 0.1927 -3.6703 -0.3244
H18 1.0653 -2.3525 0.3975
H19 -1.4497 -3.1212 -1.4006
C10 -0.6166 5.6068 -5.5181
C11 -1.8896 5.3467 -4.6828
C12 -2.8200 6.5828 -4.9636
C13 -4.2704 6.3231 -4.4675
C14 -4.9251 5.0349 -4.9551
C15 -3.9670 3.8549 -4.7192
N2 -2.6239 4.2009 -5.2954
O2 -1.8078 3.0199 -5.1434
C16 -4.0270 3.5923 -3.2484
C17 -4.4570 2.6808 -5.6050
C18 -1.5046 5.1821 -3.2078
H20 -0.7046 6.0266 -6.5223
H21 -0.1047 4.6614 -5.6457
H22 0.0234 6.3516 -5.0769
H23 -2.2425 7.4897 -4.6358
H24 -2.9487 6.5961 -6.0240
H25 -4.7767 7.2055 -4.9289
H26 -4.4403 6.5758 -3.4014
H27 -5.3371 5.0360 -5.9512
H28 -5.7533 4.8183 -4.2668
H29 -3.4617 2.7790 -2.8368
H30 -3.9305 4.4706 -2.6594
H31 -5.0419 3.3797 -3.0388
H32 -5.4825 2.8075 -5.9094
H33 -3.7703 2.5312 -6.4174
H34 -4.3782 1.7376 -5.0549
H35 -2.2732 5.2567 -2.4971
H36 -0.8394 5.9772 -2.9416
H37 -0.9001 4.2587 -3.0374
H38 -1.8426 2.5695 -6.0026
C19 -5.1994 3.4027 6.8338
C20 -3.8943 2.7505 6.5438
C21 -3.5414 1.8375 7.8477
C22 -2.4562 0.9210 7.5331
C23 -2.9537 -0.0485 6.4610
C24 -3.1178 0.7232 5.1341
N3 -4.0377 1.8397 5.4069
O3 -4.1922 2.6047 4.2123
C25 -1.7412 1.1688 4.6017
C26 -3.7303 -0.1922 4.1263
C27 -2.7678 3.7898 6.4479
H39 -5.8797 2.6246 7.0080
H40 -5.5332 4.1028 6.0783
H41 -5.0575 4.0412 7.7383
H42 -3.2724 2.5982 8.5736
H43 -4.3831 1.2312 8.2039
H44 -2.1674 0.2475 8.3232
H45 -1.5311 1.3479 7.1896
H46 -3.9024 -0.5068 6.8394
H47 -2.1994 -0.8029 6.2507
H48 -1.1057 1.7487 5.2320
H49 -1.1281 0.3178 4.3723
H50 -1.8941 1.7862 3.7129
H51 -4.0123 0.2303 3.1242
H52 -3.2428 -1.1224 3.9728
H53 -4.7379 -0.4969 4.4794
H54 -3.1913 4.7707 6.3494
H55 -2.1084 3.5611 5.5798
H56 -2.0474 3.8252 7.2729
H57 -5.0187 2.2441 3.8140
C28 4.1681 5.3995 -2.2403
C29 4.4709 5.7545 -0.8520
C30 3.8841 7.0993 -0.4417
C31 2.3676 7.1343 -0.2661
C32 1.8869 6.0340 0.6923
C33 2.3773 4.5851 0.2855
N4 3.8622 4.7187 0.0683
O4 4.4522 3.5000 -0.2111
C34 2.2604 3.6544 1.5136
C35 1.5996 3.9406 -0.8699
C36 5.9660 5.6488 -0.5492
H58 3.1232 5.6056 -2.4883
H59 4.2604 4.2964 -2.4063
H60 4.8410 6.0066 -2.8295
H61 4.4263 7.4087 0.4312
H62 4.0859 7.7394 -1.2648
H63 1.9033 7.0009 -1.2705
H64 2.0110 8.1274 0.0693
H65 0.8437 6.1385 0.9343
H66 2.2891 6.2174 1.6852
H67 2.8082 4.1281 2.3608
H68 1.2486 3.5244 1.8771
H69 2.5839 2.6007 1.3802
H70 1.7766 2.8727 -1.0510
H71 0.5306 4.2236 -0.8179
H72 2.0065 4.4596 -1.7105
H73 6.2854 6.0065 0.4226
H74 6.5766 6.1609 -1.3098
H75 6.3882 4.6471 -0.6630
H76 3.9885 3.1601 -1.0258
C37 2.7599 1.1053 8.4879
C38 3.5244 1.9246 7.3817
C39 4.8273 1.2666 6.9902
C40 4.5895 0.0017 6.2049
C41 3.7324 0.2580 4.9605
C42 2.4621 0.9178 5.2838
N5 2.8192 2.1244 6.0916
O5 1.6344 2.8892 6.2697
C43 1.8066 1.4733 4.0120
C44 1.4470 -0.0454 5.8516
C45 3.8653 3.3402 7.7937
H77 3.2926 1.3094 9.3827
H78 2.7779 0.0590 8.2588
H79 1.7200 1.4974 8.6101
H80 5.2949 1.9428 6.2723
H81 5.4619 1.1311 7.8412
H82 4.2277 -0.8331 6.7819
H83 5.5100 -0.3640 5.7618
H84 3.4207 -0.7057 4.5805
H85 4.2587 0.8169 4.2072
H86 0.8325 1.9371 4.1212
H87 2.4700 2.3025 3.7943
H88 1.7295 0.7265 3.2507
H89 0.5042 0.4613 6.1227
H90 1.1818 -0.7102 4.9788
H91 1.6828 -0.6991 6.6875
H92 4.2451 3.9545 6.9839
H93 4.5780 3.4556 8.6248
H94 2.9067 3.8626 8.0804
H95 0.9871 2.2590 6.5506
C46 -7.1669 2.2519 -0.2714
C47 -7.9240 2.6133 0.9820
C48 -9.4159 2.5709 0.6721
C49 -10.3929 2.3430 1.8530
C50 -9.8829 1.3157 2.8340
C51 -8.3899 1.4181 3.1694
N6 -7.6571 1.4918 1.8681
O6 -6.2550 1.4850 2.1145
C52 -8.1442 2.4963 4.1945
C53 -7.9734 0.0712 3.8161
C54 -7.5560 4.0414 1.4873
H96 -6.1119 2.4768 -0.2408
H97 -7.5848 2.9120 -1.0898
H98 -7.2728 1.1821 -0.4887
H99 -9.5570 3.4830 0.1126
H100 -9.5407 1.7221 -0.0652
H101 -11.4002 2.0738 1.5053
H102 -10.5758 3.2626 2.4184
H103 -10.0474 0.3372 2.4450
H104 -10.4283 1.2393 3.7504
H105 -8.1345 2.0428 5.1987
H106 -7.1116 2.9763 4.0396
H107 -8.8331 3.3190 4.2584
H108 -8.6889 -0.1638 4.6152
H109 -8.0363 -0.7285 3.0732
H110 -7.0067 0.1931 4.2777
H111 -6.5580 4.1787 1.9463
H112 -8.3352 4.4555 2.1182
H113 -7.4744 4.6576 0.5859
H114 -5.9780 0.5633 1.8912
C55 3.5078 -1.3081 1.8645
O7 2.4645 -1.4648 2.4982
N7 4.0091 -0.0536 1.5569
N8 4.2498 -2.2993 1.2672
H115 3.3129 0.6882 1.6102
H116 4.6681 0.0193 0.7535
H117 3.8571 -3.2044 1.1945
H118 4.9411 -1.9934 0.6083
C56 -2.3025 -5.6709 -0.8428
O8 -1.5917 -4.6833 -0.5889
N9 -2.6874 -6.5372 0.1388
N10 -2.8602 -5.8810 -2.1316
H119 -3.2417 -7.3604 -0.0386
H120 -2.3846 -6.3941 1.0752
H121 -3.2929 -6.7529 -2.3495
H122 -2.3442 -5.5437 -2.9039
C57 0.6944 -8.2321 -0.8266
O9 1.3629 -9.0085 -0.2080
N11 0.8890 -6.8808 -0.8659
N12 -0.3735 -8.5906 -1.6012
H123 1.7935 -6.4996 -0.5374
H124 0.4088 -6.2067 -1.4630
H125 -0.4875 -9.5982 -1.7823
H126 -0.4749 -7.9811 -2.4559
C58 -1.7924 -0.9731 -5.7444
O10 -2.2491 -0.4252 -6.7245
N13 -1.9825 -2.2781 -5.5094
N14 -0.9343 -0.3313 -4.8603
H127 -1.9528 -2.5239 -4.5431
H128 -2.7133 -2.7600 -6.0188
H129 -0.8232 -0.8414 -3.9911
H130 -1.3026 0.6261 -4.7206
C59 5.9190 -3.9952 -1.2776
O11 5.6235 -5.1980 -1.1744
N15 6.7805 -3.4001 -0.4405
N16 5.1980 -3.1902 -2.0909
H131 6.8226 -2.3812 -0.3300
H132 7.1886 -3.9871 0.2681
H133 5.3356 -2.1884 -2.1028
H134 4.3790 -3.5895 -2.4654
C60 2.6701 1.9636 -4.4792
O12 3.2112 2.1666 -3.3609
N17 1.5026 2.4139 -4.6906
N18 3.5374 1.4730 -5.3588
H135 1.1618 2.5499 -5.6290
H136 1.3560 3.2155 -4.0785
H137 4.3957 1.1200 -4.9401
H138 3.0784 0.8220 -6.0076
C61 4.1208 -8.2144 -3.3525
O13 3.8397 -7.9156 -4.5233
N19 5.4764 -8.1412 -3.0104
N20 3.2122 -8.4232 -2.3927
H139 5.7939 -7.9299 -2.0617
H140 6.0076 -7.6638 -3.6861
H141 2.3615 -8.7236 -2.8165
H142 3.4684 -8.9492 -1.5950
C62 8.2861 -0.8701 1.8045
O14 8.5838 -1.3987 0.7250
N21 7.2232 -1.3294 2.4595
N22 9.0660 0.0257 2.4235
H143 6.6280 -0.6520 3.0182
H144 6.5818 -1.9483 1.9486
H145 8.6617 0.4888 3.2335
H146 10.0462 -0.0361 2.2453
C63 6.4253 2.1971 2.6384
O15 6.8956 1.5084 3.5362
N23 5.3367 2.9434 2.8385
N24 6.8628 2.2044 1.3963
H147 4.9151 2.8335 3.7649
H148 4.8449 3.3101 2.0626
H149 7.5666 1.5139 1.2437
H150 6.2157 2.4857 0.7276
C64 6.5834 0.2593 -1.4619
O16 5.8030 -0.4914 -0.9667
N25 6.1262 1.2078 -2.3700
N26 7.7943 0.4778 -1.0620
H151 5.1436 1.1006 -2.4857
H152 6.5689 1.9213 -2.9153
H153 8.3209 -0.2365 -0.5448
H154 8.3377 0.9933 -1.7442
C65 0.2726 -5.9612 -4.3867
O17 -0.6493 -6.1809 -3.5257
N27 1.5869 -6.2192 -4.1426
N28 0.0366 -5.3043 -5.5527
H155 1.7577 -6.7033 -3.2904
H156 2.3034 -6.5840 -4.8236
H157 0.8146 -4.8629 -6.0022
H158 -0.8155 -4.7999 -5.7183
C66 -6.1427 -2.2442 -3.2679
C67 -4.7041 -2.2635 -3.6718
O18 -4.2111 -3.5993 -3.7819
O19 -6.2437 -2.2913 -1.8480
H159 -6.6580 -3.0358 -3.8028
H160 -6.5348 -1.3330 -3.6837
H161 -4.2333 -1.7263 -2.8150
H162 -4.4639 -1.7270 -4.5989
H163 -3.9140 -4.0438 -2.9679
H164 -7.1536 -2.0496 -1.5888
C68 5.1169 -2.8671 -6.7876
C69 4.4804 -2.7018 -5.4424
O20 3.5637 -3.8344 -5.1827
O21 4.1683 -3.0517 -7.8003
H165 5.8288 -3.6861 -6.7400
H166 5.7066 -1.9666 -7.0314
H167 3.8402 -1.7917 -5.2920
H168 5.2039 -2.6930 -4.6034
H169 2.6538 -3.4787 -5.2647
H170 3.7309 -3.9035 -7.6260
C70 0.5062 -2.8258 -8.1756
C71 0.9295 -1.7273 -7.1780
O22 2.1512 -1.0770 -7.3604
O23 1.4421 -3.9198 -8.1304
H171 0.5345 -2.4061 -9.1472
H172 -0.4414 -3.1838 -7.7808
H173 0.9090 -2.2219 -6.2131
H174 0.1160 -0.9699 -7.1773
H175 2.8494 -1.6611 -7.6687
H176 1.2269 -4.3505 -8.9735
C72 -1.6281 3.6979 1.0880
C73 -2.8202 2.9005 0.7147
O24 -4.0542 3.5804 1.1941
O25 -1.4625 4.8559 0.2466
H177 -0.6674 3.0785 1.0449
H178 -1.7074 4.0330 2.0963
H179 -2.7367 1.9380 1.2816
H180 -2.9115 2.7107 -0.3631
H181 -4.5308 2.9040 1.7284
H182 -2.1740 5.4528 0.5320
C74 -0.7105 -3.2784 3.0067
C75 0.4649 -4.2433 2.9160
O26 1.5774 -3.7456 3.6979
O27 -1.8401 -3.9019 2.3874
H183 -0.4582 -2.3645 2.5286
H184 -0.9615 -3.1827 4.0729
H185 0.7529 -4.4178 1.8823
H186 0.2981 -5.2412 3.3350
H187 1.8421 -2.8869 3.2238
H188 -1.7334 -4.0080 1.4257
C76 -4.7549 -3.2764 0.7223
C77 -4.6334 -1.7904 0.8135
O28 -5.4814 -1.3174 1.8309
O29 -4.5250 -3.8253 2.0247
H189 -4.1553 -3.8199 -0.0029
H190 -5.8243 -3.5024 0.5595
H191 -4.9829 -1.3222 -0.1206
H192 -3.5633 -1.5120 0.9769
H193 -5.3601 -1.9133 2.5871
H194 -3.6112 -3.9027 2.3158
C78 4.3956 -7.5713 1.6055
C79 3.4760 -6.2878 1.6897
O30 3.6746 -5.3456 0.6557
O31 3.9472 -8.4180 0.5999
H195 4.4354 -7.9675 2.6281
H196 5.4289 -7.2941 1.3482
H197 3.6615 -5.7804 2.6804
H198 2.3982 -6.5976 1.6183
H199 4.2769 -5.6486 -0.0755
H200 2.9998 -8.5020 0.5648

Cartesian forces (eV/Å) of the 3 atoms listed first:
C -1.70 0.56 -0.16
C -0.27 -1.36 -0.93
C 0.80 2.35 -0.45